Molecular formula: C57H46AsO3RuS2
Method: DFT, ωB97M-V/def2-TZVPD

Properties
multiplicity: 6
HOMO (alpha / beta): -12.16 / -12.23 eV
gap between HOMO and LUMO (alpha / beta): 6.4 / 4.8 eV
net charge: +2

Element x y z (Å)
Ru  1.84392  0.77918  -0.18477
C  3.93876  1.78641  -0.05240
C  2.95190  2.73947  0.33479
C  2.45175  2.34390  1.59906
C  3.14753  1.17715  2.00402
C  4.10224  0.86789  1.02695
H  4.59710  1.88171  -0.90016
H  2.72052  3.65755  -0.17737
H  1.74946  2.89954  2.20170
H  3.02944  0.66822  2.94874
H  4.85652  0.09936  1.10314
C  -4.25929  7.39266  -1.36086
C  -3.39328  6.25994  -0.88324
C  -2.32738  5.79116  -1.65511
C  -1.52565  4.75455  -1.21659
C  -1.79412  4.17745  0.02433
C  -2.85800  4.62815  0.81769
C  -3.64488  5.66091  0.35651
S  -0.84221  2.90754  0.67812
O  0.18535  2.54162  -0.38777
C  -2.16855  0.59790  -0.77628
C  -2.21185  1.13256  -2.06909
C  -3.30537  1.87111  -2.41004
C  -4.28847  2.19384  -1.43982
C  -5.32361  3.11121  -1.75699
C  -6.20319  3.52986  -0.80431
C  -6.07283  3.06889  0.52627
C  -5.11309  2.15888  0.85859
C  -4.21458  1.65456  -0.12076
C  -3.16655  0.72916  0.15897
C  -2.85377  -0.01851  1.41256
C  -3.69320  -0.40888  2.49515
C  -5.10603  -0.52353  2.39172
C  -5.84847  -0.91486  3.46407
C  -5.23123  -1.17345  4.71097
C  -3.87444  -1.14513  4.82167
C  -3.06266  -0.82629  3.70299
C  -1.65478  -0.99360  3.75703
C  -0.89717  -0.85499  2.63273
C  -1.53250  -0.38527  1.47109
S  -0.76545  -0.27498  -0.13144
O  -0.76891  -1.64048  -0.72445
C  1.96097  0.58807  -2.15681
C  1.45881  -0.64150  -2.62546
C  1.52749  -0.92447  -3.97540
C  2.08392  -0.01217  -4.87999
C  2.13047  -0.33781  -6.34409
C  2.58027  1.20635  -4.39408
C  2.53656  1.50713  -3.05069
H  -4.05720  7.64463  -2.40047
H  -4.08370  8.28425  -0.75476
H  -5.31559  7.14068  -1.25714
H  -2.12515  6.25107  -2.61596
H  -0.69787  4.38698  -1.81049
H  -3.05419  4.16420  1.78070
H  -4.47010  6.01701  0.96290
H  -1.39622  0.96796  -2.76531
H  -3.40997  2.27743  -3.41009
H  -5.39166  3.48280  -2.77429
H  -6.99052  4.23051  -1.05777
H  -6.74853  3.43770  1.28895
H  -5.02348  1.84246  1.88651
H  -5.58052  -0.35443  1.43401
H  -6.91980  -1.03477  3.36182
H  -5.84006  -1.42763  5.56910
H  -3.39225  -1.40199  5.75853
H  -1.20017  -1.29755  4.69235
H  0.15857  -1.09503  2.61780
H  0.99891  -1.36171  -1.96219
H  1.14614  -1.87371  -4.33620
H  2.46688  -1.36409  -6.50107
H  2.78820  0.33799  -6.88931
H  1.13091  -0.26020  -6.77851
H  3.01499  1.92287  -5.08233
H  2.93021  2.45281  -2.70319
O  1.72567  -1.18748  0.72054
As  2.49047  -2.69965  0.56528
C  1.28814  -4.14466  0.85997
C  1.84806  -5.42274  0.91655
C  1.02506  -6.51408  1.13491
C  -0.34203  -6.32761  1.30567
C  -0.88655  -5.05163  1.27771
C  -0.07191  -3.94882  1.05815
C  3.44040  -2.89333  -1.08172
C  4.23821  -1.83366  -1.50855
C  5.06016  -1.98576  -2.61392
C  5.07873  -3.19784  -3.29603
C  4.25715  -4.24146  -2.89083
C  3.43837  -4.09625  -1.77824
C  3.78356  -2.79791  1.96532
C  5.14959  -2.84549  1.70975
C  6.04031  -2.90096  2.77505
C  5.56406  -2.90528  4.07951
C  4.19552  -2.85252  4.33014
C  3.30133  -2.80235  3.27289
H  2.91911  -5.55931  0.81808
H  1.44991  -7.50835  1.18163
H  -0.98154  -7.18484  1.47607
H  -1.94990  -4.90819  1.42002
H  -0.49040  -2.95822  1.01236
H  4.20579  -0.88693  -0.98980
H  5.69420  -1.16854  -2.93496
H  5.73741  -3.32925  -4.14636
H  4.25857  -5.17618  -3.43700
H  2.79459  -4.91029  -1.47064
H  5.51681  -2.86005  0.69054
H  7.10562  -2.95022  2.58586
H  6.26117  -2.96004  4.90659
H  3.83013  -2.86230  5.34925
H  2.23488  -2.78608  3.46167

Atomic forces in eV per Å
Ru -0.593 -0.348 0.374
C 0.094 0.089 0.065
C 0.164 -0.011 0.077
C 0.149 0.090 0.075
C 0.172 0.218 0.059
C 0.063 -0.024 -0.002
H -0.082 -0.101 -0.128
H -0.185 -0.067 -0.163
H -0.159 -0.123 -0.102
H -0.136 -0.108 -0.094
H -0.155 -0.155 -0.112
C 0.079 -0.072 0.074
C -0.087 0.059 -0.032
C 0.026 -0.035 -0.055
C 0.013 0.021 -0.042
C -0.033 0.042 0.022
C 0.008 0.043 0.046
C 0.023 -0.015 0.043
S 0.256 0.195 -0.036
O 0.151 -0.045 0.114
C 0.169 -0.055 0.001
C 0.179 -0.047 -0.020
C -0.121 0.122 -0.018
C -0.047 -0.046 0.068
C 0.054 -0.044 -0.061
C -0.052 0.007 0.106
C -0.129 0.045 -0.111
C 0.026 -0.085 -0.047
C -0.122 0.050 -0.048
C -0.108 -0.034 0.156
C -0.165 0.139 -0.006
C -0.045 -0.046 0.044
C 0.150 0.065 -0.086
C -0.076 0.005 0.149
C -0.110 -0.001 -0.030
C 0.122 -0.021 0.019
C -0.070 0.026 -0.081
C -0.121 -0.007 0.113
C 0.112 -0.062 -0.193
C 0.241 0.285 0.041
S -0.389 -0.762 -0.365
O 0.217 0.261 -0.022
C 0.308 0.135 0.477
C 0.143 0.114 -0.136
C -0.018 0.094 -0.067
C -0.030 -0.078 -0.057
C 0.041 0.000 0.061
C -0.016 0.010 -0.058
C -0.113 -0.063 0.087
H -0.010 -0.016 0.024
H 0.010 -0.012 -0.019
H 0.008 -0.007 -0.025
H -0.019 -0.019 0.047
H -0.053 0.026 0.014
H -0.007 0.074 -0.085
H 0.026 -0.024 -0.034
H -0.067 -0.037 0.041
H 0.029 0.000 0.065
H 0.010 -0.020 0.070
H 0.047 -0.046 0.025
H 0.041 0.005 -0.031
H 0.018 -0.034 -0.001
H 0.000 0.054 0.049
H 0.035 0.016 0.021
H 0.005 -0.025 -0.043
H -0.025 0.004 -0.056
H -0.031 -0.026 -0.020
H -0.009 0.067 0.003
H 0.003 -0.034 0.103
H -0.008 0.055 -0.001
H -0.002 0.044 -0.003
H -0.025 -0.034 0.032
H 0.008 0.014 0.016
H -0.030 -0.066 -0.004
H 0.010 -0.003 0.026
O 0.062 0.365 -0.510
As 0.134 -0.013 0.188
C -0.063 -0.022 0.016
C -0.006 0.105 0.088
C 0.026 -0.032 0.001
C -0.029 0.012 0.033
C 0.026 -0.022 0.015
C 0.061 -0.096 -0.050
C 0.004 0.132 -0.053
C 0.050 -0.133 -0.088
C -0.019 -0.037 0.027
C -0.021 0.005 -0.008
C 0.032 0.011 -0.032
C -0.109 0.027 -0.031
C 0.050 0.095 0.017
C -0.034 -0.041 0.015
C 0.010 0.002 0.034
C -0.030 0.017 -0.030
C 0.051 0.000 0.004
C 0.111 -0.010 0.004
H 0.003 -0.058 -0.005
H -0.014 0.023 -0.009
H 0.018 0.036 -0.015
H 0.021 -0.013 0.012
H -0.041 -0.029 -0.032
H 0.094 0.047 0.077
H -0.033 -0.019 -0.010
H -0.060 0.017 0.028
H 0.003 0.026 0.026
H 0.035 -0.005 -0.016
H 0.030 -0.001 0.019
H -0.049 -0.004 0.007
H -0.033 0.014 -0.034
H 0.011 -0.013 -0.032
H -0.054 -0.005 0.031

***

Molecular formula: C8H19NO
Method: DFT, ωB97M-V/def2-TZVPD

Properties
relative energy (zero: lowest compared OMol25 entry of this formula, charge and spin): 38.4 kcal per mole
SMILES: C[C@H](O)CNCC(C)(C)C
HOMO: -8.22 eV
gap between HOMO and LUMO: 9.0 eV
net charge: 0

Element x y z (Å)
C  -3.16823  -0.14756  -0.81517
C  -2.35257  0.22983  0.42256
O  -1.77768  1.50949  0.24477
C  -1.37237  -0.92388  0.71986
N  -0.37730  -0.66065  1.73284
C  0.58466  0.33136  1.39960
C  1.44024  0.12489  -0.10593
C  0.81774  -0.03752  -1.50093
C  2.24784  1.42856  -0.17110
C  2.36738  -1.07322  0.10534
H  -2.50938  -0.26804  -1.67581
H  -3.88441  0.64017  -1.03984
H  -3.71175  -1.07587  -0.65438
H  -3.01010  0.35986  1.28759
H  -1.23483  1.49363  -0.55232
H  -0.81112  -1.15716  -0.22620
H  -1.96516  -1.78334  1.04275
H  0.06733  -1.52788  2.01337
H  1.33284  0.35775  2.19394
H  0.08081  1.28822  1.29988
H  0.40795  -1.03274  -1.66384
H  0.04490  0.70297  -1.69974
H  1.59364  0.07054  -2.26429
H  1.58670  2.27881  -0.33762
H  2.80042  1.60211  0.75018
H  2.98078  1.41046  -0.98102
H  3.05142  -1.20560  -0.73541
H  1.78821  -1.99144  0.21558
H  2.98203  -0.94375  0.99531

Atomic forces in eV per Å
C -0.069 0.182 0.361
C -0.381 -0.614 -0.010
O 0.186 0.205 -0.145
C 0.704 0.296 -0.884
N -0.401 -0.343 0.833
C 0.628 -0.169 -2.730
C 0.551 0.501 1.866
C -0.452 -0.216 0.405
C 0.158 -0.243 0.085
C -0.009 0.222 0.076
H 0.050 -0.061 -0.055
H -0.049 0.025 -0.007
H -0.032 -0.124 -0.060
H 0.033 -0.074 -0.053
H -0.074 0.020 0.046
H -1.002 -0.144 0.563
H 0.036 0.011 -0.226
H -0.076 0.138 -0.037
H 0.181 0.109 -0.323
H 0.249 0.041 0.258
H -0.168 0.004 0.005
H -0.063 0.026 -0.222
H 0.080 0.229 0.143
H -0.041 0.099 0.006
H 0.007 0.064 0.153
H -0.021 -0.043 -0.076
H -0.027 -0.027 -0.106
H -0.008 -0.095 0.007
H 0.010 -0.019 0.129